66
Properties=species:S:1:pos:R:3:forces:R:3:nbo_charge:R:1 method="wB97M-V/def2-TZVPD" spin_multiplicity=2 e_tot_ev=-150571.869 total_charge=+2 homo_energy_ev="-12.91 / -12.93" e_lumo_ev="-7.83 / -6.86"
Co -0.2163 -0.5847 -0.0901 1.04 2.00 -0.93 1.043
C -4.3133 0.4537 1.0949 -0.32 -0.02 -0.06 -0.417
N -2.9216 0.7052 1.4155 0.15 0.07 -0.09 -0.411
C -2.3466 -0.2440 2.3370 0.22 -0.07 0.28 -0.413
C -2.1559 1.5589 0.7105 0.25 0.14 -0.32 0.682
N -0.8554 1.2634 0.5360 -0.93 -1.90 -0.02 -0.714
C 0.0640 2.2301 0.2140 1.99 1.15 -0.54 0.077
C -0.0376 3.5715 0.6127 0.18 -0.59 0.05 -0.235
C 0.8393 4.5100 0.1227 0.51 0.11 -0.41 -0.207
C 1.8237 4.1373 -0.7977 -0.26 0.38 0.33 -0.209
C 2.0252 2.8100 -1.0994 -0.42 -0.51 0.15 -0.254
C 1.2209 1.8201 -0.5155 -1.11 2.28 0.56 0.177
N 1.4586 0.4705 -0.6221 -1.04 -2.19 0.41 -0.668
C 2.6975 -0.0277 -0.7044 0.27 0.08 0.53 0.673
N 2.8681 -1.2363 -1.2829 -0.11 0.20 0.14 -0.411
C 1.8243 -1.7867 -2.1104 -0.25 0.15 -0.19 -0.402
C 3.7837 -2.2181 -0.7352 0.32 -0.24 0.13 -0.416
N 3.7820 0.5883 -0.1858 -0.36 -0.40 -0.35 -0.395
C 5.1004 0.4665 -0.7799 0.34 0.03 -0.24 -0.417
C 3.7221 1.5398 0.9005 -0.09 0.24 0.43 -0.416
N -2.7409 2.6459 0.1630 -0.05 -0.51 0.18 -0.417
C -3.8280 3.3614 0.7966 -0.23 0.22 0.25 -0.415
C -2.3165 3.2268 -1.0877 0.11 0.15 -0.45 -0.412
H -4.4616 -0.6248 1.0072 0.01 0.02 0.02 0.218
H -4.5702 0.9025 0.1407 -0.05 0.08 -0.01 0.224
H -4.9789 0.8292 1.8735 -0.03 0.00 -0.05 0.223
H -3.0057 -0.3387 3.1991 0.00 -0.06 0.03 0.234
H -1.3718 0.1010 2.6743 -0.05 0.01 0.02 0.227
H -2.2478 -1.2334 1.8748 -0.05 -0.01 0.05 0.185
H -0.8025 3.8529 1.3223 -0.11 0.06 -0.04 0.224
H 0.7540 5.5423 0.4223 -0.03 0.10 0.05 0.237
H 2.4647 4.8859 -1.2364 0.03 0.08 -0.05 0.237
H 2.8123 2.5208 -1.7768 0.18 -0.06 -0.08 0.222
H 1.4201 -1.0187 -2.7678 -0.08 -0.07 0.03 0.236
H 1.0163 -2.2122 -1.4905 -0.01 -0.10 -0.17 0.156
H 2.2423 -2.5859 -2.7190 -0.05 -0.03 0.00 0.240
H 4.2105 -1.8569 0.1968 0.08 0.01 -0.04 0.223
H 4.5837 -2.4618 -1.4376 -0.02 0.00 0.08 0.226
H 3.2248 -3.1320 -0.5204 0.05 -0.01 0.00 0.209
H 5.0620 -0.1109 -1.6991 -0.01 0.02 0.01 0.226
H 5.8084 0.0060 -0.0882 -0.05 -0.03 -0.02 0.219
H 5.4687 1.4691 -1.0152 -0.02 -0.06 -0.01 0.225
H 2.7869 1.4377 1.4469 0.04 0.05 0.01 0.219
H 3.8110 2.5680 0.5406 0.00 -0.10 0.06 0.227
H 4.5538 1.3436 1.5805 -0.06 -0.08 -0.05 0.225
H -4.0012 2.9941 1.8027 0.00 -0.01 0.03 0.224
H -4.7494 3.2880 0.2176 -0.03 -0.04 0.01 0.215
H -3.5560 4.4181 0.8568 -0.01 -0.02 0.03 0.224
H -1.6508 2.5499 -1.6175 0.03 0.06 -0.05 0.215
H -1.8079 4.1828 -0.9410 -0.03 -0.10 -0.03 0.226
H -3.1995 3.4063 -1.7012 -0.05 -0.07 -0.03 0.223
Br -3.9268 -1.1270 -4.7558 0.03 -0.28 -0.04 0.123
C -3.0022 -2.6587 -4.1352 -0.10 0.43 0.09 -0.183
C -3.1222 -3.8661 -4.8109 -0.04 0.13 0.05 -0.203
C -2.4346 -4.9803 -4.3634 0.06 0.06 0.08 -0.165
C -1.6089 -4.8945 -3.2536 -0.03 0.04 0.03 -0.179
C -1.4961 -3.6986 -2.5632 0.13 0.00 0.16 -0.293
C -2.1998 -2.5935 -3.0031 -0.02 0.15 0.08 -0.034
I -2.0970 -0.7725 -1.8969 -0.42 -0.42 -0.36 0.207
H -3.7644 -3.9238 -5.6760 -0.03 0.01 -0.08 0.255
H -2.5457 -5.9203 -4.8777 -0.01 -0.10 -0.12 0.246
H -1.0628 -5.7592 -2.9108 0.03 -0.08 0.03 0.237
H -0.8692 -3.6390 -1.6837 -0.02 -0.02 0.03 0.214
N 0.7369 -2.2771 2.2594 -0.52 0.72 -1.27 -0.568
C 0.3642 -1.7149 1.3148 0.95 -0.90 1.48 0.247
H 1.0285 -2.7351 3.0976 0.08 -0.17 0.22 0.485

=====

124
Properties=species:S:1:pos:R:3:forces:R:3:lowdin_charge:R:1 method="wB97M-V/def2-TZVPD" e_tot_ev=-137687.293 total_charge=+1 homo_energy_ev=-7.28 e_lumo_ev=-2.25
Ca 1.0791 0.6438 -1.0790 0.48 0.44 0.29 0.687
C 3.4270 -2.9444 2.1805 0.02 -0.03 0.01 -0.064
C 1.9866 -2.5772 2.0188 -0.08 0.03 -0.03 -0.285
C 1.0909 -2.7329 3.0492 0.00 0.02 0.06 0.026
C -0.2339 -2.3129 2.8762 0.02 0.02 -0.07 -0.228
N -0.6676 -1.8800 1.7173 0.06 -0.03 0.05 0.189
N 0.1929 -1.7613 0.6905 -0.18 0.10 -0.08 -0.005
B -0.3999 -1.1871 -0.5600 -0.25 -0.52 0.08 -0.817
N -0.1411 -2.0619 -1.7879 0.02 0.03 0.01 -0.039
N 0.1460 -3.3340 -1.5065 0.00 -0.04 -0.11 0.176
C 0.5234 -4.1483 -2.4611 0.01 0.06 0.05 -0.204
C 0.5762 -3.7151 -3.7939 0.01 0.00 -0.01 0.063
C 0.2692 -2.4153 -4.1001 -0.04 0.00 0.02 -0.250
C 0.3162 -1.9121 -5.5065 0.01 -0.01 -0.03 -0.073
C -0.0790 -1.5426 -3.0391 -0.09 -0.01 -0.07 -0.623
S -0.4255 0.1391 -3.3280 0.08 -0.13 0.04 0.567
C 0.8644 -5.5587 -1.9969 0.00 -0.01 -0.01 -0.542
C 1.9361 -5.4652 -0.9031 0.01 -0.03 0.04 -0.044
C -0.4034 -6.1974 -1.4169 -0.03 -0.03 0.03 -0.042
C 1.3891 -6.4206 -3.1443 0.01 -0.01 -0.03 -0.061
N -1.8981 -0.8788 -0.4321 -0.03 0.00 -0.01 0.001
N -2.6682 -1.9553 -0.6478 -0.06 0.02 -0.01 0.203
C -3.9639 -1.8495 -0.5681 0.06 -0.01 -0.02 -0.203
C -4.5646 -0.6138 -0.2393 0.00 0.03 -0.01 0.063
C -3.7952 0.4868 -0.0170 0.02 -0.10 -0.02 -0.241
C -4.3945 1.8118 0.3243 -0.05 0.02 0.03 -0.069
C -2.3779 0.3334 -0.1308 -0.01 0.13 0.07 -0.582
S -1.3425 1.6906 0.1372 0.03 -0.10 0.02 0.558
C -4.7914 -3.0938 -0.8460 -0.01 0.03 -0.02 -0.550
C -3.8909 -4.2972 -1.1172 0.02 -0.04 0.01 -0.061
C -5.6697 -2.8281 -2.0766 -0.02 0.00 -0.02 -0.038
C -5.6780 -3.3899 0.3705 -0.02 -0.01 0.03 -0.038
C 1.5269 -2.0130 0.8141 0.17 -0.06 0.00 -0.643
S 2.6317 -1.6009 -0.4751 -0.02 -0.19 -0.02 0.605
C -1.2414 -2.3442 4.0148 -0.02 -0.02 0.01 -0.545
C -1.3608 -3.7762 4.5516 0.00 -0.02 0.01 -0.040
C -0.7420 -1.4144 5.1297 0.00 0.01 0.02 -0.043
C -2.6163 -1.8680 3.5469 -0.03 0.02 0.01 -0.056
H 3.6072 -3.3641 3.1700 0.00 0.00 -0.02 0.082
H 4.0630 -2.0681 2.0380 0.00 0.01 0.01 0.061
H 3.7302 -3.6667 1.4209 0.00 0.01 0.01 0.076
H 1.4155 -3.1407 3.9983 0.01 -0.01 -0.03 0.118
H 0.8671 -4.3972 -4.5808 -0.01 0.01 0.00 0.115
H 0.6500 -2.6972 -6.1842 -0.01 0.02 0.01 0.082
H 0.9843 -1.0538 -5.5843 0.01 0.00 0.00 0.069
H -0.6680 -1.5615 -5.8208 0.00 0.00 0.01 0.083
H 1.5777 -4.8690 -0.0625 0.00 -0.01 -0.03 0.069
H 2.8479 -4.9987 -1.2832 -0.02 0.00 0.00 0.085
H 2.1824 -6.4675 -0.5440 0.00 0.02 -0.01 0.089
H -0.7840 -5.6032 -0.5854 0.01 0.00 -0.01 0.075
H -0.1812 -7.2045 -1.0564 0.00 0.02 -0.01 0.088
H -1.1906 -6.2722 -2.1713 0.02 0.01 0.00 0.087
H 2.2895 -5.9932 -3.5923 -0.02 -0.01 0.01 0.090
H 0.6418 -6.5578 -3.9294 0.01 0.01 0.02 0.086
H 1.6476 -7.4102 -2.7643 -0.01 0.02 0.00 0.089
H -5.6436 -0.5421 -0.1726 0.02 0.02 0.01 0.125
H -5.4824 1.7532 0.3087 0.03 0.01 0.00 0.084
H -4.0627 2.5746 -0.3808 -0.01 -0.01 -0.01 0.070
H -4.0677 2.1359 1.3139 0.01 0.00 -0.01 0.081
H -3.2477 -4.1308 -1.9823 -0.02 0.01 0.01 0.079
H -4.5145 -5.1733 -1.3081 0.02 0.02 0.00 0.090
H -3.2411 -4.5080 -0.2666 -0.02 0.01 -0.01 0.080
H -5.0548 -2.6121 -2.9528 -0.01 -0.01 0.02 0.092
H -6.3471 -1.9855 -1.9203 0.01 -0.02 0.00 0.080
H -6.2789 -3.7073 -2.2956 0.02 0.01 0.01 0.090
H -5.0726 -3.5521 1.2649 0.00 0.00 -0.02 0.084
H -6.2635 -4.2933 0.1891 0.01 0.02 0.00 0.090
H -6.3798 -2.5790 0.5763 0.02 -0.01 -0.01 0.079
H -0.4119 -4.1464 4.9443 -0.01 0.01 -0.01 0.078
H -1.6928 -4.4598 3.7672 0.00 0.02 0.01 0.092
H -2.0904 -3.8090 5.3635 0.01 0.01 -0.01 0.088
H 0.2229 -1.7414 5.5232 -0.01 -0.01 -0.01 0.078
H -1.4558 -1.4072 5.9566 0.01 0.01 -0.02 0.088
H -0.6282 -0.3929 4.7594 -0.01 -0.01 -0.01 0.078
H -3.0036 -2.4954 2.7427 0.02 -0.01 0.01 0.072
H -2.5766 -0.8430 3.1743 0.01 -0.01 0.00 0.081
H -3.3126 -1.9075 4.3878 0.01 0.00 -0.02 0.088
N 3.9319 1.2841 0.4605 -0.04 0.06 -0.02 -0.017
N 4.1754 1.2845 1.8475 -0.02 0.06 0.01 -0.085
C 3.1552 1.0707 2.7180 0.01 -0.02 0.09 -0.856
N 3.5519 0.9185 3.9971 0.02 0.00 -0.03 0.097
S 1.5387 0.9707 2.3108 -0.09 0.04 -0.08 0.650
H 3.8456 0.3126 0.1461 0.01 -0.12 -0.06 -0.036
H 4.7316 1.7192 0.0182 0.01 0.05 -0.04 0.091
H 5.0768 0.9303 2.1343 0.05 -0.05 0.04 0.143
H 4.4883 1.1319 4.2980 0.00 -0.01 0.01 0.110
H 2.8368 0.7954 4.6912 -0.01 0.00 0.02 0.094
C -0.0268 4.3598 1.7442 0.05 -0.10 -0.07 -0.357
Te 1.2830 3.6016 0.2518 -0.28 0.43 -0.34 1.422
C 2.6915 5.0543 0.9126 0.02 -0.16 0.01 -0.336
C 1.9595 5.8991 1.9251 0.11 0.04 -0.01 -0.292
C 2.5836 7.0195 2.4722 0.00 -0.01 0.00 -0.034
C 1.9258 7.8002 3.4053 0.01 0.01 0.00 -0.065
C 0.6366 7.4647 3.8029 0.00 0.02 0.02 -0.063
C 0.0142 6.3533 3.2651 -0.01 0.00 -0.01 -0.026
C 0.6693 5.5633 2.3209 -0.09 0.05 0.07 -0.275
H -0.1887 3.5502 2.4545 0.03 0.00 0.03 0.049
H -0.9736 4.5930 1.2611 -0.04 0.00 0.03 0.064
H 3.0394 5.6157 0.0453 0.02 0.01 0.02 0.055
H 3.5352 4.5136 1.3400 0.02 0.03 0.03 0.066
H 3.5904 7.2762 2.1627 -0.03 0.00 0.00 0.121
H 2.4150 8.6702 3.8236 -0.01 -0.02 -0.01 0.111
H 0.1179 8.0738 4.5317 0.01 -0.02 -0.01 0.111
H -0.9907 6.0924 3.5756 0.02 0.00 -0.01 0.123
C -1.0809 4.2961 -2.4085 0.06 0.06 -0.04 -0.193
Si 0.5006 5.0348 -1.7809 -0.08 0.05 0.16 0.490
C 0.3495 6.7909 -1.1778 -0.02 -0.01 -0.09 -0.177
C 1.9757 4.7200 -2.8635 0.01 -0.05 -0.01 -0.329
C 2.0707 3.5135 -3.5706 -0.02 0.03 0.02 -0.112
C 3.1931 3.2195 -4.3285 0.04 0.02 0.00 -0.065
C 4.2422 4.1291 -4.3925 0.00 -0.03 -0.01 -0.067
C 4.1646 5.3295 -3.7017 0.02 0.01 0.00 -0.070
C 3.0402 5.6208 -2.9413 0.01 0.05 0.04 -0.104
H -1.5451 5.0160 -3.0901 0.01 -0.04 0.00 0.052
H -1.7793 4.0730 -1.6017 0.00 0.03 0.03 0.007
H -0.9153 3.3647 -2.9528 -0.01 0.00 0.02 0.021
H 0.3738 7.4601 -2.0434 -0.02 0.00 0.03 0.050
H 1.1408 7.0965 -0.4923 0.02 -0.02 -0.03 0.027
H -0.6065 6.9389 -0.6713 0.02 -0.02 0.01 0.047
H 1.2503 2.8008 -3.5586 0.00 -0.01 -0.01 0.064
H 3.2438 2.2895 -4.8796 -0.01 -0.01 0.00 0.112
H 5.1152 3.9044 -4.9919 -0.01 0.01 0.01 0.111
H 4.9753 6.0445 -3.7615 -0.01 -0.02 0.00 0.110
H 2.9929 6.5711 -2.4173 -0.02 -0.03 -0.02 0.102

=====

Calculated energy relative to the best compared isomer or geometry (same formula, charge and spin) in order - 0.0; 169.2 kJ/mol